Record 1
{"formula": "C5H10NO2", "method": "ωB97M-V/def2-TZVPD", "total_energy_ev": -10922.2447, "spin_multiplicity": 1, "max_force_ev_per_a": 4.861, "gap_ev": 11.40, "total_charge": 1, "e_lumo_ha": -0.14046, "e_above_lowest_ev": 3.807, "elements": ["C", "C", "C", "C", "C", "N", "O", "O", "H", "H", "H", "H", "H", "H", "H", "H", "H", "H"], "coordinates": [[-4.393, 0.094, 0.043], [2.735, 0.101, 0.798], [-2.217, -0.440, 0.400], [2.033, 0.159, -0.585], [-0.134, 1.038, -0.613], [-3.485, -0.580, 0.484], [-1.344, 1.208, -0.415], [0.521, 0.016, -0.366], [-5.368, -0.320, 0.225], [3.860, -0.003, 0.541], [2.550, 0.877, 1.559], [2.512, -0.861, 1.276], [-1.566, -0.218, 1.210], [-1.726, -1.145, -0.384], [2.422, -0.483, -1.378], [1.972, 1.267, -0.929], [0.418, 1.765, -1.100], [-4.133, 1.067, -0.441]], "lowdin_charge": [0.083, -0.058, 0.052, -0.087, -0.344, 0.041, 0.061, 0.031, 0.109, 0.121, 0.088, 0.078, 0.120, 0.175, 0.133, 0.130, 0.131, 0.138]}

---

Record 2
{"formula": "C5H10NO8", "method": "ωB97M-V/def2-TZVPD", "total_energy_ev": -23203.9139, "spin_multiplicity": 2, "max_force_ev_per_a": 4.586, "gap_ev": [7.57, 10.02], "e_lumo_ha": [-0.00321, -0.00255], "e_above_lowest_ev": 2.917, "elements": ["H", "O", "O", "C", "C", "C", "C", "C", "O", "N", "O", "O", "O", "O", "O", "H", "H", "H", "H", "H", "H", "H", "H", "H"], "coordinates": [[1.308, -2.775, 4.442], [1.186, -1.824, 4.284], [1.158, -1.874, 2.820], [0.632, -0.616, 2.477], [0.209, -0.912, 1.108], [-0.239, 1.934, 0.358], [1.276, 1.986, 0.495], [-0.735, 1.378, -1.031], [0.258, 0.652, -1.657], [-0.261, 0.613, -3.125], [0.473, 0.071, -3.920], [-1.338, 1.143, -3.256], [-1.021, 1.900, 1.314], [-1.016, -1.083, 0.841], [-1.031, -1.819, -0.589], [-1.500, -2.612, -0.286], [-0.214, -0.266, 3.077], [1.448, 0.120, 2.551], [0.904, -0.700, 0.320], [1.880, 1.175, 0.037], [1.546, 2.909, -0.028], [1.563, 2.080, 1.542], [-1.633, 0.758, -0.948], [-0.934, 2.312, -1.538]], "lowdin_charge": [0.101, -0.025, -0.122, -0.189, -0.180, -0.347, -0.021, -0.191, -0.016, -0.302, 0.143, 0.107, 0.076, 0.012, -0.037, 0.074, 0.141, 0.125, 0.114, 0.097, 0.094, 0.081, 0.136, 0.131]}

---

Record 3
{"formula": "C5H10NOS", "method": "ωB97M-V/def2-TZVPD", "total_energy_ev": -19713.9469, "spin_multiplicity": 1, "max_force_ev_per_a": 3.898, "gap_ev": 3.18, "total_charge": -1, "e_lumo_ha": 0.01011, "e_above_lowest_ev": 7.598, "elements": ["C", "C", "S", "C", "N", "C", "C", "O", "H", "H", "H", "H", "H", "H", "H", "H", "H", "H"], "coordinates": [[-2.002, -0.966, -1.794], [1.205, -1.266, 0.685], [1.765, -1.955, 2.136], [-1.044, 0.027, -1.474], [-1.098, 2.332, 0.214], [-1.468, 0.926, -0.168], [0.363, 2.730, -0.002], [-0.010, 0.387, -2.129], [-2.491, -1.427, -0.914], [-1.901, -1.579, -2.636], [0.575, -2.102, 0.268], [1.911, -0.978, -0.084], [-1.050, 0.204, 0.632], [0.774, -0.337, 1.118], [-2.601, 0.903, -0.222], [0.654, 3.403, 0.857], [0.362, 3.258, -1.023], [0.967, 1.805, -0.130]], "lowdin_charge": [-0.004, -0.819, 0.226, -0.514, 0.009, -0.199, -0.142, -0.073, 0.041, 0.008, 0.016, 0.010, 0.138, -0.024, 0.098, 0.074, 0.100, 0.055]}

---

Record 4
{"formula": "C5H10NP", "method": "ωB97M-V/def2-TZVPD", "total_energy_ev": -16121.7330, "spin_multiplicity": 1, "max_force_ev_per_a": 7.691, "gap_ev": 8.84, "e_lumo_ha": 0.03991, "e_above_lowest_ev": 3.176, "elements": ["C", "C", "C", "C", "C", "N", "P", "H", "H", "H", "H", "H", "H", "H", "H", "H", "H"], "coordinates": [[0.742, 1.529, 0.565], [0.957, 1.380, -0.886], [-1.431, 0.369, -0.465], [-1.478, -1.062, 0.046], [0.035, 0.591, -0.210], [0.082, -1.155, -0.025], [1.109, -1.733, 1.178], [1.411, 1.030, 1.170], [0.072, 2.160, 1.073], [0.827, 2.213, -1.654], [1.933, 0.814, -0.976], [-1.537, 0.307, -1.550], [-2.118, 1.051, -0.064], [-1.806, -1.224, 1.060], [-2.160, -1.728, -0.491], [2.345, -1.501, 0.451], [1.018, -3.040, 0.778]], "lowdin_charge": [-0.108, -0.085, -0.121, -0.193, -0.439, -0.362, 0.719, 0.053, 0.109, 0.142, 0.131, 0.118, 0.093, 0.078, 0.097, -0.093, -0.139]}

---

Record 5
{"formula": "C5H10NP", "method": "ωB97M-V/def2-TZVPD", "total_energy_ev": -16120.9897, "spin_multiplicity": 1, "max_force_ev_per_a": 3.606, "gap_ev": [8.36, 8.21], "e_lumo_ha": [-0.02499, -0.06495], "e_above_lowest_ev": 3.919, "elements": ["C", "C", "C", "C", "C", "N", "P", "H", "H", "H", "H", "H", "H", "H", "H", "H", "H"], "coordinates": [[-1.874, 1.575, -0.487], [0.478, -1.398, 0.951], [0.221, -0.923, -1.385], [0.798, 1.004, 0.140], [0.039, -0.319, 0.041], [-2.040, 2.530, -1.127], [-1.827, 0.030, 0.432], [0.037, -2.448, 0.825], [1.485, -1.610, 0.516], [0.444, -1.081, 2.040], [0.027, -0.146, -2.181], [-0.539, -1.672, -1.678], [1.299, -0.931, -1.480], [1.023, 1.200, 1.159], [1.680, 0.808, -0.519], [0.237, 1.859, -0.241], [-1.488, 1.520, 2.995]], "lowdin_charge": [-0.576, -0.175, -0.115, -0.110, -0.856, 0.083, 0.960, 0.105, 0.088, 0.093, 0.090, 0.088, 0.070, 0.060, 0.098, 0.041, 0.056]}

---

Record 6
{"formula": "C5H10NPS", "method": "ωB97M-V/def2-TZVPD", "total_energy_ev": -26960.3587, "spin_multiplicity": 1, "max_force_ev_per_a": 0.706, "gap_ev": 10.14, "e_lumo_ha": 0.01854, "e_above_lowest_ev": 0.000, "elements": ["C", "C", "C", "C", "C", "N", "P", "S", "H", "H", "H", "H", "H", "H", "H", "H", "H", "H"], "coordinates": [[-0.343, -1.915, -1.963], [0.090, 0.413, 4.240], [0.499, 0.800, -3.093], [-0.616, -0.519, 3.632], [-0.593, 0.811, -2.035], [-0.276, -2.826, -2.655], [-0.523, -0.586, -0.801], [1.485, -0.538, -0.165], [1.159, -0.305, 1.109], [-0.069, 1.464, 4.060], [0.856, 0.168, 4.957], [0.360, 1.635, -3.776], [1.482, 0.889, -2.633], [0.471, -0.123, -3.669], [-1.385, -0.281, 2.915], [-0.453, -1.568, 3.818], [-1.585, 0.747, -2.493], [-0.558, 1.736, -1.450]], "lowdin_charge": [-0.543, -0.079, -0.183, -0.091, -0.491, 0.098, 0.598, 0.431, -0.235, 0.045, 0.045, 0.071, 0.043, 0.059, 0.040, 0.048, 0.073, 0.070]}

---

Record 7
{"formula": "C5H10NS", "method": "ωB97M-V/def2-TZVPD", "total_energy_ev": -17663.6142, "spin_multiplicity": 1, "max_force_ev_per_a": 3.357, "gap_ev": 8.99, "total_charge": 1, "e_lumo_ha": -0.16012, "e_above_lowest_ev": 2.708, "elements": ["C", "C", "C", "C", "C", "N", "S", "H", "H", "H", "H", "H", "H", "H", "H", "H", "H"], "coordinates": [[0.827, 2.381, 0.623], [-0.186, -1.706, -0.147], [-0.873, -1.856, 1.086], [0.773, 1.400, -0.213], [1.422, 1.457, -1.588], [-2.114, -2.103, 1.098], [-0.527, 0.110, 0.043], [1.285, 3.391, 0.230], [0.259, 2.297, 1.505], [-0.632, -2.185, -1.013], [0.924, -1.749, -0.232], [-0.487, -1.764, 2.105], [1.932, 0.534, -1.755], [2.077, 2.375, -1.723], [0.597, 1.702, -2.354], [-2.698, -2.289, 0.340], [-2.580, -1.995, 1.995]], "lowdin_charge": [-0.007, -0.329, -0.322, -0.616, -0.106, 0.197, 1.029, 0.144, 0.049, 0.105, 0.123, 0.164, 0.057, 0.105, 0.114, 0.132, 0.163]}

---

Record 8
{"formula": "C5H10NS", "method": "ωB97M-V/def2-TZVPD", "total_energy_ev": -17663.5212, "spin_multiplicity": 1, "max_force_ev_per_a": 6.900, "gap_ev": 8.73, "total_charge": 1, "e_lumo_ha": -0.19057, "e_above_lowest_ev": 2.801, "elements": ["C", "C", "C", "C", "C", "N", "S", "H", "H", "H", "H", "H", "H", "H", "H", "H", "H"], "coordinates": [[0.455, 0.703, 0.172], [-0.583, 1.760, -0.471], [0.508, -0.092, -0.995], [1.472, -1.166, -1.203], [-0.335, -0.147, 1.378], [-1.522, -0.731, 0.846], [-0.808, 0.539, -1.828], [1.199, 1.313, 0.765], [-0.283, 2.657, -0.820], [1.286, -1.877, -0.424], [2.394, -0.679, -1.062], [1.513, -1.645, -2.236], [-0.373, 0.648, 2.108], [-1.572, 1.817, 0.226], [0.490, -0.880, 1.634], [-1.466, -1.702, 0.546], [-2.375, -0.518, 1.363]], "lowdin_charge": [-0.321, -0.276, -0.555, -0.017, -0.179, 0.014, 1.173, 0.177, 0.037, 0.098, 0.094, 0.135, 0.120, 0.149, 0.136, 0.105, 0.109]}